1.
Computed, not measured: a 7-piece molecular cluster, C58H64N9O19 overall at a distorted geometry, with ωB97M-V/def2-TZVPD.

Positions of all 150 atoms, in Å:
C  -0.55427  0.70057  0.71756
C  0.25167  -0.51770  0.33349
O  0.05533  -1.57185  0.87502
N  1.25394  -0.40260  -0.68152
C  2.42380  0.33729  -0.15635
C  0.72523  0.22349  -1.90027
C  1.77026  0.22974  -3.01978
C  2.28824  1.62458  -3.35883
C  3.40093  1.56304  -4.41353
C  4.59910  2.48385  -4.11643
C  5.44432  2.62729  -5.40468
C  6.02208  1.33899  -5.97407
O  7.47380  1.29056  -5.85715
C  7.93815  0.11545  -5.45155
O  8.79402  -0.02403  -4.64472
C  5.48619  1.71945  -3.04969
O  4.89436  0.95743  -2.26566
O  6.70847  1.95842  -3.10522
N  4.19179  3.76327  -3.52850
C  3.22211  4.55117  -4.25683
C  3.72555  5.39763  -5.46277
C  3.02296  5.10958  -6.78608
C  1.48761  5.23055  -6.72279
N  0.82764  4.16969  -7.47059
C  0.59061  2.92063  -6.96327
C  -0.00041  2.17200  -7.96586
C  -0.11884  3.00444  -9.10454
C  0.40509  4.24015  -8.76859
C  5.29195  4.52358  -2.99561
C  5.29193  4.50803  -1.48325
O  4.79044  3.67685  -0.80099
O  5.91854  5.61444  -0.86853
H  -1.18028  0.48079  1.56522
H  0.14130  1.49971  0.97816
H  -1.12780  1.04538  -0.13894
H  2.51135  0.13084  0.90939
H  2.34339  1.41464  -0.31841
H  3.33624  -0.00610  -0.63242
H  -0.11498  -0.39632  -2.22153
H  0.32598  1.23003  -1.71957
H  1.34550  -0.22242  -3.91842
H  2.62392  -0.37429  -2.72117
H  2.66547  2.08796  -2.45321
H  1.44316  2.22241  -3.71788
H  3.73999  0.53298  -4.45460
H  3.01391  1.79423  -5.41509
H  6.28415  3.30297  -5.25719
H  4.80612  3.05624  -6.17925
H  5.58364  0.44292  -5.54197
H  5.81159  1.30786  -7.04467
H  7.51737  -0.76567  -5.96180
H  2.38752  3.93896  -4.58384
H  2.79556  5.25691  -3.53763
H  3.58573  6.45983  -5.24507
H  4.79986  5.27143  -5.57740
H  3.26807  4.11400  -7.15215
H  3.37364  5.82575  -7.52996
H  1.15407  6.18760  -7.11648
H  1.13342  5.18494  -5.69627
H  0.85124  2.63190  -5.96021
H  -0.28330  1.13877  -7.86227
H  -0.51725  2.71969  -10.06293
H  0.51841  5.13012  -9.36007
H  5.26235  5.58130  -3.27052
H  6.25849  4.15529  -3.34412
H  5.17169  6.16375  -0.60155
C  -6.84912  0.70920  4.69965
C  -5.98559  1.09527  5.71720
C  -4.69105  1.48535  5.41827
C  -4.28401  1.48224  4.09608
C  -5.12506  1.09512  3.06973
C  -6.41928  0.70619  3.37962
N  -2.91324  1.91191  3.77455
O  -2.18897  2.22696  4.69717
O  -2.58630  1.92529  2.60472
H  -7.85831  0.40812  4.93574
H  -6.32126  1.09281  6.74593
H  -4.01118  1.78565  6.20118
H  -4.78156  1.09334  2.04613
H  -7.10125  0.39515  2.59770
C  11.48378  -2.53877  -6.56048
C  10.18190  -2.55575  -6.07654
C  9.45666  -3.73791  -6.09570
C  10.05282  -4.88059  -6.59841
C  11.34579  -4.87926  -7.08842
C  12.06326  -3.69527  -7.06733
N  9.29459  -6.14229  -6.60592
O  8.15381  -6.12017  -6.19368
O  9.85558  -7.13645  -7.02731
H  12.04973  -1.61666  -6.53918
H  9.73660  -1.64815  -5.68207
H  8.44423  -3.76515  -5.72061
H  11.78700  -5.78393  -7.47828
H  13.07686  -3.67582  -7.44447
C  7.84398  3.10969  0.59160
C  8.37079  4.25943  1.16315
C  8.58094  4.33100  2.52975
C  8.25823  3.23175  3.30627
C  7.72499  2.07777  2.75712
C  7.51603  2.02159  1.38837
N  8.49740  3.29010  4.75414
O  8.94809  4.32236  5.21643
O  8.23695  2.30455  5.41651
H  7.68416  3.06027  -0.47854
H  8.61971  5.10342  0.53494
H  8.98881  5.22337  2.97962
H  7.47514  1.23559  3.38446
H  7.09870  1.13194  0.93728
C  -9.80046  -4.85318  4.22374
C  -8.47743  -5.02704  3.83998
C  -7.84193  -4.06326  3.07583
C  -8.54889  -2.93305  2.71042
C  -9.86740  -2.74070  3.07777
C  -10.49419  -3.71292  3.83990
N  -7.87002  -1.89955  1.91789
O  -6.71889  -2.09456  1.59655
O  -8.49597  -0.88965  1.64012
H  -10.28933  -5.60534  4.82536
H  -7.93533  -5.91276  4.13952
H  -6.81288  -4.18997  2.77466
H  -10.39746  -1.84951  2.77737
H  -11.52476  -3.57851  4.13844
C  -8.33616  -11.17203  7.29865
C  -9.50978  -10.42974  7.31024
C  -9.46062  -9.05050  7.19102
C  -8.22837  -8.43853  7.05842
C  -7.04833  -9.15804  7.05022
C  -7.10803  -10.53671  7.17233
N  -8.16911  -6.97473  6.91020
O  -9.21841  -6.36017  6.93564
O  -7.07734  -6.46858  6.76352
H  -8.37893  -12.24943  7.38732
H  -10.46521  -10.92575  7.41000
H  -10.36739  -8.46479  7.19970
H  -6.09834  -8.65517  6.94892
H  -6.19500  -11.11541  7.16580
C  -11.76906  2.19265  9.23410
C  -11.59757  2.06458  7.86220
C  -10.72315  1.11614  7.35703
C  -10.03557  0.30739  8.24224
C  -10.18739  0.42233  9.61097
C  -11.06255  1.37520  10.10641
N  -9.11766  -0.71425  7.70992
O  -8.98901  -0.77629  6.50279
O  -8.54560  -1.42745  8.50535
H  -12.45576  2.93184  9.62475
H  -12.14641  2.70297  7.18398
H  -10.58236  1.01017  6.29183
H  -9.63468  -0.21901  10.28078
H  -11.19457  1.47824  11.17447

Atomic forces in eV per Å
C 0.64 0.01 -0.28
C -0.24 -0.12 -0.09
O 0.06 -0.35 0.25
N 0.03 0.59 0.00
C -0.09 -0.39 0.07
C -0.03 -0.68 -0.17
C -0.02 0.34 0.01
C -0.12 -0.36 -0.16
C -0.44 0.71 0.04
C 0.54 -1.16 0.02
C -0.14 0.20 0.08
C 0.14 -0.05 -0.80
O -0.58 0.34 0.28
C -0.34 -0.20 -0.14
O 1.12 0.05 0.42
C -0.05 -0.11 0.42
O -0.16 -0.16 -0.15
O 0.34 0.30 0.00
N 0.12 -0.39 -0.73
C 0.19 0.74 0.01
C -0.15 0.14 0.09
C -0.14 0.23 -0.03
C 0.19 -0.20 -0.09
N -0.07 0.31 0.43
C -0.36 -0.19 -0.93
C 0.29 0.23 0.44
C 0.20 0.23 0.08
C -0.16 -0.80 0.08
C 0.03 0.69 0.27
C -0.05 -0.27 0.57
O -0.19 -0.02 0.04
O -0.13 0.01 -0.77
H -0.18 -0.09 0.02
H -0.04 0.14 0.01
H -0.22 0.06 0.06
H 0.04 0.05 0.09
H -0.02 0.13 0.09
H 0.08 0.10 -0.16
H -0.15 0.04 0.07
H 0.19 0.19 -0.02
H -0.02 -0.08 -0.06
H 0.04 -0.11 0.02
H 0.11 0.11 0.03
H -0.04 0.12 0.04
H 0.26 -0.04 -0.02
H -0.17 0.02 0.00
H 0.04 0.06 0.11
H 0.00 0.06 -0.07
H 0.04 -0.02 0.26
H -0.02 -0.07 -0.07
H -0.49 0.03 -0.11
H 0.10 -0.36 0.09
H -0.14 -0.04 0.09
H -0.02 0.07 0.09
H 0.08 -0.08 -0.09
H 0.01 -0.11 0.03
H 0.18 -0.11 -0.15
H -0.03 0.06 -0.10
H -0.05 -0.08 0.09
H 0.07 0.16 0.11
H -0.09 -0.03 -0.09
H -0.05 0.06 -0.05
H 0.03 0.14 0.06
H -0.17 0.02 -0.20
H 0.14 -0.15 0.17
H 0.20 0.13 0.35
C 0.08 0.07 -0.06
C -0.06 -0.02 -0.09
C -0.01 0.02 0.19
C -0.13 -0.03 0.03
C -0.07 -0.04 -0.16
C -0.04 0.02 0.09
N 0.05 -0.03 -0.03
O 0.00 0.03 0.02
O -0.13 0.14 0.12
H -0.02 -0.03 0.01
H 0.02 -0.01 0.01
H 0.08 0.02 -0.08
H 0.10 0.02 0.03
H 0.19 0.17 0.03
C 0.00 -0.04 -0.02
C 0.06 0.07 -0.08
C -0.10 0.09 0.06
C 0.05 0.12 0.03
C 0.18 -0.06 -0.08
C -0.06 0.09 0.04
N -0.03 -0.02 -0.03
O -0.01 0.00 0.00
O 0.01 -0.01 0.00
H -0.01 0.01 0.00
H 0.10 -0.20 0.07
H 0.00 -0.10 0.00
H -0.09 -0.06 0.03
H 0.01 -0.02 0.00
C -0.02 0.02 -0.13
C 0.03 -0.04 -0.01
C 0.05 0.12 -0.07
C -0.02 -0.02 -0.09
C -0.06 -0.14 -0.03
C 0.04 0.04 -0.01
N -0.02 0.01 -0.01
O 0.01 0.02 0.02
O 0.00 -0.01 0.03
H -0.04 -0.10 -0.01
H -0.04 0.03 0.01
H 0.01 -0.05 0.10
H 0.03 0.05 0.09
H -0.03 0.02 -0.03
C -0.03 0.05 -0.09
C -0.12 0.01 0.01
C 0.15 -0.14 0.02
C -0.06 -0.07 0.07
C -0.18 0.08 0.04
C 0.09 -0.07 0.00
N 0.01 0.05 -0.05
O 0.03 -0.02 -0.03
O -0.16 -0.15 -0.04
H 0.00 0.00 0.02
H 0.03 0.01 0.01
H 0.01 0.10 -0.04
H 0.09 0.04 -0.05
H -0.01 0.02 0.00
C 0.00 0.02 0.00
C 0.10 -0.04 0.00
C -0.19 -0.03 0.01
C -0.01 -0.12 0.01
C 0.19 -0.05 -0.01
C -0.10 -0.03 0.01
N 0.01 0.06 0.03
O -0.01 -0.07 0.05
O 0.02 0.01 0.00
H 0.00 -0.01 0.01
H -0.01 0.01 0.00
H 0.05 0.09 -0.01
H -0.05 0.10 -0.01
H 0.02 0.01 0.00
C 0.01 -0.01 0.00
C 0.00 0.00 0.10
C -0.07 0.08 -0.16
C -0.09 0.08 0.04
C 0.01 -0.03 0.20
C -0.05 0.05 -0.08
N 0.04 0.00 -0.01
O -0.06 -0.09 0.04
O 0.01 -0.01 0.01
H 0.00 0.01 0.00
H 0.01 0.00 -0.02
H 0.06 -0.08 0.01
H 0.05 -0.06 -0.08
H 0.01 -0.01 0.01

As for the charge: -1. The calculation puts the HOMO energy at -0.19065 Eh.


2.
Computed, not measured: C5H11NO as an isolated structure at a distorted geometry, with ωB97M-V/def2-TZVPD.

Positions of all 18 atoms, in Å:
C  -1.35607  -1.19025  -1.37455
C  -0.82567  -0.57798  -0.12026
C  0.38767  -1.23664  0.52704
N  1.43211  -0.27153  0.14944
C  1.30632  0.93793  0.95941
C  0.18932  1.82170  0.30660
O  -0.30725  1.07049  -0.79330
H  -2.03490  -0.48902  -1.85809
H  -1.88885  -2.12647  -1.16125
H  -0.53362  -1.42497  -2.05968
H  -1.54914  -0.16481  0.56712
H  0.61678  -2.23081  0.10128
H  0.27631  -1.37489  1.62382
H  1.07755  0.76272  2.01829
H  2.26537  1.44904  0.90381
H  -0.63705  2.03890  0.99408
H  0.61527  2.79380  -0.00287
H  0.96584  0.21280  -0.78088

Atomic forces in eV per Å
C -0.06 0.15 -0.08
C -0.05 1.87 -0.76
C 0.00 0.69 -0.56
N 0.24 0.44 -0.80
C 0.20 0.33 0.06
C -0.22 -0.28 0.17
O -1.39 -1.61 0.99
H -0.02 -0.15 -0.07
H 0.10 0.17 0.09
H -0.10 0.05 0.13
H -0.33 -0.06 0.01
H -0.24 0.46 -0.04
H 0.12 0.35 -0.60
H 0.13 -0.26 -0.20
H 0.01 0.15 0.13
H 0.11 -0.02 0.08
H -0.34 -0.49 -0.34
H 1.85 -1.79 1.78

As for the charge: 0. The relative energy (zero: lowest compared OMol25 entry of this formula, charge and spin) is 352.8 kJ/mol. The calculation puts the HOMO energy at -0.31737 Eh.


Ordered Kohn-Sham gap results: 5.30, 9.71; unit eV.